A structure of composition C47H68BCl3N11O11S2SbW at a distorted geometry, computed with ωB97M-V/def2-TZVPD.

Structure (ORCA input):
```
! RIJCOSX wB97M-V def2-TZVPD def2/J DEFGRID3
* xyz 2 3
W -0.32 0.30 0.98
B -1.83 0.41 3.88
N -0.55 -0.42 4.08
C -0.19 -1.21 5.08
C 0.98 -1.86 4.73
C 1.26 -1.41 3.45
N 0.33 -0.52 3.05
N -2.68 -0.51 2.98
C -3.77 -1.23 3.21
C -3.97 -2.08 2.14
C -2.92 -1.81 1.27
N -2.13 -0.86 1.79
H -1.49 1.36 3.20
H -2.36 0.68 4.90
H -0.76 -1.25 5.99
H 1.54 -2.57 5.31
H 2.06 -1.72 2.82
H -4.33 -1.10 4.12
H -4.77 -2.79 1.99
H -2.67 -2.29 0.35
C 1.99 1.60 -3.74
C 1.44 0.32 -3.15
O 1.50 0.31 -1.71
H 1.89 1.57 -4.82
H 3.04 1.72 -3.49
H 1.43 2.47 -3.38
H 2.02 -0.53 -3.48
H 0.40 0.17 -3.46
H 1.45 1.23 -1.44
O -2.14 1.54 1.04
S -3.23 2.32 0.27
C -4.15 3.17 1.61
C -5.60 2.74 1.47
C -5.54 1.25 1.16
C -4.57 1.11 -0.01
H -4.01 4.25 1.49
H -3.70 2.83 2.54
H -6.08 3.28 0.66
H -6.16 2.94 2.38
H -6.52 0.84 0.90
H -5.15 0.71 2.02
H -5.02 1.40 -0.96
H -4.12 0.12 -0.11
C -0.99 4.48 3.39
C -0.04 4.62 2.21
C 0.85 5.84 2.39
C -0.82 4.77 0.92
Sb 1.16 2.65 2.08
C 2.97 3.42 0.78
C 3.80 2.23 0.31
C 2.41 4.14 -0.44
C 3.85 4.35 1.59
C 2.08 2.57 4.20
C 2.68 3.88 4.70
C 0.99 2.15 5.18
C 3.16 1.50 4.12
H -1.70 5.31 3.39
H -0.45 4.52 4.34
H -1.56 3.55 3.35
H 0.21 6.71 2.58
H 1.42 6.05 1.49
H 1.53 5.75 3.23
H -1.47 5.65 1.00
H -1.45 3.90 0.75
H -0.18 4.91 0.06
H 3.24 1.58 -0.35
H 4.19 1.66 1.15
H 4.66 2.61 -0.25
H 1.56 3.63 -0.88
H 3.19 4.19 -1.21
H 2.12 5.16 -0.21
H 4.43 3.81 2.34
H 3.29 5.15 2.06
H 4.57 4.81 0.90
H 1.94 4.67 4.73
H 3.53 4.21 4.11
H 3.03 3.71 5.72
H 0.41 3.01 5.51
H 1.45 1.70 6.06
H 0.30 1.44 4.75
H 3.93 1.77 3.39
H 2.71 0.54 3.86
H 3.65 1.39 5.09
O -4.17 2.95 -4.85
N -4.19 1.75 -4.71
O -4.93 0.98 -5.29
C -3.26 1.18 -3.73
C -3.29 -0.18 -3.50
C -2.50 -0.74 -2.50
C -1.71 0.11 -1.66
O -1.07 -0.28 -0.57
C -1.62 1.47 -2.03
C -2.40 2.01 -3.05
N -0.71 2.30 -1.41
O -0.49 3.45 -1.78
O -0.01 1.90 -0.29
N -2.52 -2.15 -2.38
O -1.91 -2.68 -1.47
O -3.14 -2.80 -3.19
H -3.93 -0.82 -4.09
H -2.33 3.06 -3.28
Cl 5.08 -2.29 -6.00
C 3.87 -3.03 -5.02
C 4.22 -3.98 -4.08
C 3.24 -4.56 -3.29
C 1.90 -4.20 -3.42
C 0.88 -5.02 -2.64
C 1.11 -5.04 -1.12
N 0.57 -3.97 -0.27
C 0.04 -4.24 0.96
C -0.18 -3.05 1.56
N 0.22 -2.03 0.73
C 0.64 -2.64 -0.39
O 1.09 -6.36 -3.06
C -0.05 -7.17 -3.36
C -1.01 -6.61 -4.37
C -0.66 -6.14 -5.61
Cl 0.91 -6.09 -6.28
S -2.02 -5.58 -6.51
C -3.08 -5.98 -5.22
C -2.41 -6.52 -4.17
C 1.57 -3.27 -4.40
Cl -0.08 -2.80 -4.66
C 2.54 -2.69 -5.19
H 5.26 -4.29 -3.98
H 3.51 -5.35 -2.60
H -0.14 -4.68 -2.86
H 2.18 -5.09 -0.94
H 0.66 -5.96 -0.76
H -0.14 -5.24 1.32
H -0.60 -2.89 2.54
H 0.98 -2.14 -1.28
H -0.60 -7.40 -2.44
H 0.38 -8.10 -3.74
H -4.13 -5.80 -5.32
H -2.90 -6.84 -3.26
H 2.25 -1.98 -5.96
N 3.92 -0.89 1.75
C 3.04 -0.68 0.75
N 3.34 -1.17 -0.45
O 1.97 -0.06 0.98
H 4.82 -1.32 1.57
H 3.79 -0.42 2.63
H 4.22 -1.59 -0.66
H 2.75 -0.84 -1.21
*
```

Computed properties:
Gap between HOMO and LUMO (alpha / beta) ... 6.0 / 5.8 eV
ΔE to the lowest compared entry with this formula, charge and spin ... 0.0 kcal/mol
HOMO (alpha / beta) ... -0.442 / -0.442 Eh